Entry 1:
57
Properties=species:S:1:pos:R:3 method="wB97M-V/def2-TZVPD" e_homo_ev="-15.131 / -14.964" total_charge=+2 largest_force_ev_per_a=0.7 de_lowest_kj_mol=31.1 multiplicity=4
Au 0.0793 -0.6669 -0.3799
C 0.0627 -3.7030 0.4546
C -1.8932 -2.1658 -2.4627
P 1.2387 -0.9819 3.0900
N 3.4146 0.5265 2.1431
C -1.3841 -0.4676 -5.6715
F -2.3199 3.2112 -0.3325
C 4.1658 0.4988 3.3976
F 1.1361 2.6171 -1.6551
H 1.0547 1.5595 5.0587
F -0.0056 2.6953 0.7083
N -0.5846 1.1142 3.8283
F -1.2388 3.2415 -2.8289
C 0.6967 -2.3815 2.0721
C 0.9471 -4.0756 3.9340
C -3.3370 -2.2503 -4.5970
C -2.2446 -1.8362 -3.8545
C 0.0061 1.2891 5.1598
O 0.7582 -0.0722 -3.3639
C 3.8118 1.1582 1.0068
F -0.9844 1.1618 -1.1960
C -3.4359 -1.7600 -5.8909
C -1.7732 1.2970 1.9655
C 0.2307 -4.4725 1.5711
H 5.1465 0.9277 3.2166
C -0.2134 0.1481 2.8811
H -4.0748 -2.9215 -4.1801
H -0.2683 -3.9887 -0.5276
H 4.7407 1.6999 0.9550
H 4.2894 -0.5260 3.7389
H 0.5856 -5.0918 4.0560
N 0.3667 -2.4189 0.7777
N 1.8652 0.1834 0.6274
N -0.7249 -1.3732 -2.1621
C -1.2860 -0.9624 -4.3841
N -0.9423 0.2752 1.7808
C -2.4775 -0.8826 -6.4184
H -0.5231 2.0877 5.6706
Sb -0.5911 3.1038 -1.0867
H 3.6623 1.0890 4.1604
C -1.5472 1.8391 3.2800
H 0.0992 -5.5288 1.7294
H 0.4510 -3.4391 4.6616
F -0.2017 4.9067 -0.8932
H -0.6428 0.2128 -6.0667
C 2.2208 -0.0643 1.8854
O -2.3916 -2.8827 -1.6447
H -4.2707 -2.0560 -6.5118
H -0.0910 0.3653 5.7245
H 2.0233 -4.0561 4.0901
H -2.0297 2.6684 3.7756
N 0.6243 -3.6385 2.5723
C -0.2600 -0.6919 -3.3648
H 2.7819 1.2865 -0.9531
H -2.6000 -0.5219 -7.4308
C 2.8397 0.9407 0.0643
H -2.4581 1.6791 1.2205

=====

Entry 2:
49
Properties=species:S:1:pos:R:3 method="wB97M-V/def2-TZVPD" e_homo_ev=-8.479 largest_force_ev_per_a=2.1
H 0.8366 2.4944 -1.5280
H -1.5498 -4.0601 0.0868
H -0.3540 -5.2825 -0.1027
H -2.6021 -2.4484 -1.3550
C -2.3201 -1.5319 3.0094
C -0.4631 -2.3415 -1.7178
O -3.2244 -1.2140 1.9592
Cl -3.3570 -3.9170 1.6119
Cl 0.1991 3.3457 5.4275
H 0.1225 0.6265 6.2948
C -0.6523 1.9954 4.8110
O 1.1363 -4.0959 -1.6685
C -0.5070 0.7310 5.4154
H 4.2984 4.8720 -3.2553
H 2.6898 3.8845 -2.3963
Cl -5.5041 -2.2924 3.1377
H 4.3743 0.4493 -4.3720
C -1.4989 2.1572 3.7032
H -1.6312 3.1373 3.2583
C 3.6862 2.2465 -3.3684
H -2.8385 -2.1724 3.7504
N 0.3468 -0.0970 -2.1817
C 3.5767 0.8946 -3.7746
C -1.8545 -0.2258 3.6567
C 1.5665 2.0349 -2.1797
N -0.7832 -4.4479 -0.4641
C 2.6317 2.8235 -2.6183
H -0.9492 1.4640 -1.7153
H -0.9954 -1.3820 5.2576
C 0.0377 -3.7146 -1.2728
B -4.2786 -2.1299 1.6996
C -2.1086 1.0404 3.1223
C -0.8515 0.3967 -1.7383
Cl -5.1153 -1.9821 0.0475
H 1.5928 -1.7413 -2.0807
H 6.0110 4.5007 -3.5751
H -2.7395 1.1282 2.2359
H 5.2769 4.0055 -2.0262
C -1.1141 -0.3795 4.8310
H -2.7891 -0.0468 -0.9279
O 4.8355 2.8858 -3.7457
C 0.5437 -1.4590 -2.0874
C 5.1041 4.1409 -3.1031
H 2.3329 -0.8634 -3.8253
H -1.3705 -2.0330 2.7804
C 2.4450 0.1521 -3.4378
C -1.7630 -1.8153 -1.5967
C 1.4497 0.7114 -2.6083
C -1.8793 -0.4452 -1.3740

=====

Entry 3:
56
Properties=species:S:1:pos:R:3 method="wB97M-V/def2-TZVPD" e_homo_ev="0.304 / -2.464" total_charge=-2 largest_force_ev_per_a=0.3 de_lowest_kj_mol=29.5 multiplicity=3
C -3.9513 -0.5432 1.8319
H -4.2542 0.0891 2.6808
H 1.5707 1.8632 0.1514
H -2.8643 2.8005 -0.2471
C -0.2302 2.2557 -3.2805
H 1.7599 2.3311 -2.4792
C -0.3084 2.5031 0.9833
F 0.0722 -4.5431 1.9279
H -0.2230 3.2969 -3.5837
H -1.2597 -1.9038 1.5066
C -0.2333 -0.4110 -2.4460
Ti 2.0703 -1.3940 -0.1763
N 0.5130 -3.7881 -1.3259
H 1.4675 5.9271 1.5204
C -1.3365 0.1496 -3.0961
F 1.4848 -2.7965 1.4209
O 2.0077 -0.0629 -1.6495
F 2.3395 -4.8638 2.0499
N 0.6176 -2.4160 -1.4186
C -1.4195 -0.8592 1.2854
C 1.6720 -4.3294 -1.0957
C -0.3519 4.8002 1.7437
N -0.9604 1.2956 0.7359
H 2.4489 -5.9420 -0.2712
C 1.6510 3.8994 0.8052
C -1.3593 1.4659 -3.5099
H -2.9250 1.1905 -0.9990
H -4.7492 -0.4696 1.0812
H -4.1828 1.6915 0.1721
C -0.9907 3.5815 1.5584
H -2.0138 3.4458 1.8789
C -3.1235 1.7538 -0.0810
F 3.7529 -0.3120 2.1906
C 1.0310 2.6829 0.5995
N -2.3517 1.2294 1.0474
H -2.2364 1.8786 -3.9931
H -1.0736 -2.4307 -2.5454
F 1.2840 -3.5315 3.5987
C 0.9710 4.9758 1.3718
C 3.9806 -0.9201 0.9695
C -0.3961 -0.0004 0.9423
O 0.8710 -0.1935 0.8008
H -0.9020 5.6184 2.1966
H 0.8019 -5.9976 -0.5019
C -0.2720 -1.8255 -2.1209
C 0.9236 0.3852 -2.2213
C -2.6151 -0.1543 1.3224
C 0.8814 1.7252 -2.6631
H -3.9195 -1.5785 2.1731
H -2.2009 -0.4859 -3.2655
B 1.2993 -3.9642 2.2794
F 4.8108 0.0033 0.3224
S 3.2017 -3.4893 -1.0791
N 1.6879 -5.6967 -0.8891
H 2.6890 4.0078 0.5135
F 4.8432 -1.9440 1.2769

=====

Entry 4:
62
Properties=species:S:1:pos:R:3 method="wB97M-V/def2-TZVPD" e_homo_ev="-6.834 / -6.834" largest_force_ev_per_a=6.9
O -0.4057 -2.0882 -1.9473
Zr 0.0900 -0.7027 -0.5224
S 0.1252 -0.6266 2.0216
C 1.3592 -0.7438 5.8426
H 4.0523 0.7121 -3.6437
C 1.1286 -0.4803 -3.5647
C 0.1614 -0.5347 3.7435
C -0.7090 3.9467 0.3165
F 1.7919 -4.5649 -0.6763
C -1.0070 2.0590 -0.8452
C -2.5942 -0.1703 -4.0779
N -1.8857 -1.3573 0.1232
C -2.3477 -2.5230 -0.6209
F 3.1203 -3.3101 0.8393
F -2.1511 0.1154 3.8497
H 2.7393 0.4137 -0.0558
H -2.5175 -0.4844 0.0196
H 1.4308 0.5461 1.4564
F 1.0683 -2.4210 0.0424
N 1.3843 -0.2866 -2.2324
N -1.2521 0.0074 -2.0815
H 1.7347 -0.1005 0.2434
N 1.0530 1.3727 1.9009
C 3.3428 0.6013 -0.9492
C -2.4180 1.9318 -2.9320
F -2.0567 0.2483 6.5372
H -2.6725 2.9844 -2.8506
O -2.1490 -3.2562 -2.8784
H -0.8329 5.5343 1.4765
N 0.0578 3.3429 1.2086
H 2.3794 -0.0898 -5.3926
H -2.9740 -0.7884 -4.8836
H -1.8367 5.5510 0.0751
C 1.3394 -0.8207 4.4526
C -2.9276 1.1739 -3.9849
H 3.5959 1.6657 -0.9724
C -1.5826 1.3255 -1.9901
F 1.0612 -4.2466 1.5601
H -2.1538 -3.4323 -0.0430
H 0.1852 -0.8893 -3.9022
C 0.2154 -0.3842 6.5386
N -1.2833 3.3612 -0.7190
H 4.2684 0.0240 -0.8628
H 1.7100 2.0087 2.3301
C -0.9551 -0.0990 5.8528
N 3.1337 0.3503 -3.4285
C 2.2028 -0.0910 -4.3269
H -1.4689 -1.7494 -3.1377
H -3.4231 -2.4529 -0.8096
F 0.2414 -0.3121 7.8788
B 1.7604 -3.6356 0.4413
C 2.5998 0.2155 -2.1708
F 2.4871 -1.0180 6.5173
N -0.2404 1.3606 -0.0070
C 0.2485 2.0495 1.0047
C -1.5511 -2.6283 -1.9541
C -1.7605 -0.7033 -3.1114
N -0.9589 5.2925 0.5028
F 2.4770 -1.1743 3.8291
H -1.8621 -1.4893 1.2318
H -3.5788 1.6318 -4.7241
C -0.9893 -0.1717 4.4628

=====

Entry 5:
44
Properties=species:S:1:pos:R:3 method="wB97M-V/def2-TZVPD" e_homo_ev=-11.843 total_charge=+1 largest_force_ev_per_a=0.8 smiles=Fc1ccc(COc2ccc(Br)cc2C[NH2+]Cc2ccncc2)cc1
C 4.7105 -1.5883 -0.2804
C 0.4836 -2.1839 -0.2995
N 0.8265 1.4369 0.8747
C -3.6021 -1.4312 0.6484
C -1.9726 -2.2508 -0.8839
H 0.4776 0.5007 0.5481
H 0.9629 -2.7929 0.4756
H -1.7212 -2.6859 -1.8386
C 4.3016 0.7603 0.0347
Br 7.0520 0.0155 0.0794
C 2.4544 -0.7554 -0.2666
H -0.5313 -1.2173 1.9951
C -0.2777 2.4365 0.8363
C -2.7556 2.2089 0.5062
H 5.3988 -2.4130 -0.3712
C 1.9869 1.7203 -0.0141
C -2.4802 0.8886 -1.8367
C -1.3044 -1.4098 1.2632
O 1.0896 -0.8864 -0.3334
C 5.1855 -0.3040 -0.0695
N -3.6977 1.1377 -1.3987
H -0.5949 2.6646 1.8554
C 2.9365 0.5494 -0.0652
H -0.3677 1.0333 -1.5810
H 2.5076 2.6122 0.3396
F -4.8752 -1.1505 0.9466
H -2.8973 -0.7190 2.5350
C -2.6208 -1.1379 1.5808
C -1.3308 1.2680 -1.1568
H 1.1730 1.3240 1.8310
H 0.5984 -2.6734 -1.2708
H -4.8509 1.9594 0.0658
H 2.9944 -2.8140 -0.5513
H -2.4163 0.3673 -2.7813
H 0.1028 3.3613 0.3928
H -4.0885 -2.2144 -1.2755
C -3.2970 -1.9944 -0.5783
C -0.9687 -1.9604 0.0298
H 4.6850 1.7573 0.1854
H -2.9184 2.7387 1.4314
C -3.8351 1.7818 -0.2566
H 1.5983 1.9220 -1.0163
C -1.4703 1.9498 0.0468
C 3.3488 -1.8117 -0.3764